# C66H94BN6O16V

A structure of composition C66H94BN6O16V in a non-equilibrium geometry (ωB97M-V with the def2-TZVPD basis set, the Open Molecules 2025 dataset).

XYZ file:
```
184
C66H94BN6O16V, DFT ωB97M-V with the def2-TZVPD basis set
V -1.639 1.847 4.449
O 2.621 -3.325 -0.908
C 2.147 -2.282 -0.580
O 1.065 -2.066 0.119
B 0.794 -0.607 0.154
O 1.926 0.041 -0.508
C 2.708 -0.925 -1.057
O 3.654 -0.762 -1.748
O 0.545 -0.033 1.533
C -0.554 0.639 1.549
O -1.019 1.239 2.491
C -1.202 0.521 0.144
O -0.457 -0.292 -0.533
O -2.249 1.025 -0.156
C -4.471 -0.877 -1.632
C -4.255 -2.001 -2.608
C -4.766 -3.225 -1.871
O -5.753 -2.683 -0.975
C -5.846 -1.263 -1.045
H -4.460 0.130 -2.053
H -3.722 -0.906 -0.839
H -3.238 -2.112 -2.988
H -4.857 -1.902 -3.518
H -3.916 -3.680 -1.356
H -5.244 -3.945 -2.533
H -5.905 -0.862 -0.033
H -6.666 -0.902 -1.668
C 7.560 0.875 0.038
C 6.203 1.558 -0.135
C 6.114 2.222 1.236
O 6.549 1.217 2.145
C 7.580 0.450 1.502
H 8.443 1.489 -0.142
H 7.667 -0.002 -0.604
H 5.403 0.819 -0.188
H 6.132 2.316 -0.913
H 5.105 2.570 1.463
H 6.821 3.054 1.337
H 7.373 -0.603 1.704
H 8.530 0.667 2.000
C 4.337 -5.906 -1.559
C 4.790 -7.341 -1.867
C 5.518 -7.790 -0.608
O 4.931 -6.998 0.435
C 3.962 -6.101 -0.087
H 3.493 -5.742 -2.228
H 5.109 -5.153 -1.700
H 5.382 -7.361 -2.781
H 3.904 -7.971 -1.960
H 6.588 -7.568 -0.604
H 5.351 -8.840 -0.361
H 3.945 -5.243 0.585
H 2.972 -6.576 -0.012
C 2.457 4.150 0.179
C 2.651 5.132 1.302
C 1.343 5.000 2.074
O 0.998 3.627 1.934
C 1.547 3.071 0.738
H 3.390 3.821 -0.275
H 1.968 4.695 -0.637
H 2.917 6.136 0.968
H 3.477 4.877 1.979
H 0.618 5.625 1.532
H 1.414 5.332 3.109
H 0.761 2.744 0.056
H 2.178 2.242 1.074
C -3.576 -3.747 2.439
C -2.553 -3.896 1.306
C -1.864 -2.558 1.287
O -2.781 -1.590 1.899
C -3.970 -2.280 2.283
H -3.066 -3.964 3.378
H -4.424 -4.412 2.285
H -3.033 -4.152 0.360
H -1.880 -4.728 1.520
H -1.679 -2.245 0.263
H -1.009 -2.630 1.961
H -4.758 -2.224 1.524
H -4.402 -1.923 3.221
C -1.120 6.024 -3.119
C -1.639 4.608 -3.361
C -1.434 3.964 -1.987
O -1.849 5.015 -1.114
C -1.475 6.271 -1.654
H -1.556 6.771 -3.780
H -0.037 5.995 -3.239
H -1.091 4.188 -4.205
H -2.700 4.634 -3.618
H -0.370 3.811 -1.760
H -2.043 3.078 -1.842
H -0.591 6.669 -1.141
H -2.287 6.995 -1.553
C -6.309 3.261 -0.264
C -4.930 3.862 -0.048
C -4.922 5.081 -0.971
O -6.248 5.564 -0.860
C -7.130 4.441 -0.802
H -6.833 3.008 0.660
H -6.269 2.390 -0.915
H -4.104 3.173 -0.234
H -4.788 4.300 0.944
H -4.584 4.845 -1.987
H -4.200 5.800 -0.591
H -7.460 4.230 -1.827
H -8.047 4.670 -0.263
C 0.134 -6.107 -3.386
C -1.237 -6.783 -3.131
C -1.879 -5.768 -2.218
O -1.434 -4.513 -2.689
C -0.029 -4.647 -2.913
H 0.421 -6.091 -4.437
H 0.874 -6.665 -2.810
H -1.174 -7.796 -2.734
H -1.759 -6.891 -4.083
H -1.629 -5.895 -1.158
H -2.956 -5.683 -2.377
H 0.461 -4.498 -1.939
H 0.371 -3.854 -3.539
N 0.320 2.342 5.102
C 1.423 2.111 4.357
C 2.675 2.682 4.565
C 2.825 3.543 5.634
C 1.767 3.652 6.522
C 0.548 3.110 6.207
H 1.284 1.342 3.609
H 3.494 2.516 3.880
H 3.791 3.981 5.845
H 1.805 4.273 7.407
H -0.282 3.293 6.879
N 3.565 4.055 -2.962
C 2.805 4.641 -3.895
C 2.012 3.927 -4.770
C 1.997 2.534 -4.650
C 2.733 1.948 -3.656
C 3.579 2.724 -2.861
H 2.842 5.722 -3.967
H 1.365 4.382 -5.508
H 1.312 2.000 -5.296
H 2.774 0.875 -3.514
H 4.246 2.379 -2.085
N 3.217 -4.590 -5.937
C 4.448 -4.925 -6.344
C 5.612 -4.451 -5.748
C 5.462 -3.657 -4.620
C 4.214 -3.275 -4.154
C 3.138 -3.749 -4.902
H 4.409 -5.553 -7.227
H 6.573 -4.636 -6.206
H 6.373 -3.316 -4.138
H 4.108 -2.705 -3.243
H 2.118 -3.456 -4.678
N -3.822 1.675 3.795
C -4.167 1.171 2.599
C -5.476 0.995 2.149
C -6.506 1.447 2.956
C -6.182 1.924 4.216
C -4.862 1.972 4.608
H -3.360 0.841 1.957
H -5.628 0.659 1.135
H -7.526 1.383 2.600
H -6.903 2.227 4.962
H -4.620 2.290 5.615
N 1.280 -4.735 3.807
C 1.328 -4.337 2.541
C 0.831 -5.095 1.494
C 0.137 -6.261 1.788
C -0.034 -6.608 3.121
C 0.598 -5.845 4.091
H 1.744 -3.358 2.327
H 1.001 -4.772 0.475
H -0.217 -6.939 1.022
H -0.525 -7.536 3.383
H 0.661 -6.224 5.104
N -1.774 3.861 3.706
C -1.887 4.905 4.550
C -2.277 6.171 4.175
C -2.504 6.454 2.834
C -2.273 5.422 1.926
C -1.942 4.163 2.397
H -1.742 4.729 5.610
H -2.573 6.927 4.890
H -2.774 7.473 2.595
H -2.434 5.584 0.871
H -2.004 3.328 1.712
```

Summary:
E_HOMO (alpha / beta)   -10.132 / -10.132 eV
Total charge   +1
2S+1   4
LUMO (alpha / beta)   -0.1327 / -0.1338 Ha
DFT total energy   -5072.432097 Eh
Expectation value of S²   3.757
Gap between HOMO and LUMO (alpha / beta)   6.52 / 6.49 eV

Mulliken population analysis, charges in e, atoms 1 to 8: 0.502 -0.326 0.480 0.407 0.438 0.150 -0.448 -0.490